A structure of composition C23H41FInO15Si. Source: the Open Molecules 2025 dataset; level of theory: the ωB97M-V functional and the def2-TZVPD basis.

XYZ file:
```
82
Properties=species:S:1:pos:R:3:forces:R:3
C 3.473 -1.460 -2.446 0.051 -0.056 -0.022
Si 2.606 -1.227 -0.762 -0.202 -0.062 0.116
C 2.818 0.603 -0.264 -0.096 0.007 -0.035
C 3.591 -2.266 0.505 0.045 -0.018 0.014
In 0.104 -1.930 -0.874 0.152 0.339 -0.226
F -0.604 -1.810 1.056 -0.097 -0.024 0.052
H 3.502 -0.522 -3.007 -0.046 -0.014 0.005
H 4.502 -1.814 -2.332 -0.005 0.050 0.010
H 2.938 -2.194 -3.055 0.052 0.014 0.011
H 1.893 0.944 0.209 0.085 0.032 0.052
H 3.643 0.781 0.432 0.036 -0.031 -0.056
H 2.975 1.221 -1.152 0.011 0.012 0.029
H 4.553 -2.599 0.101 -0.024 0.032 0.003
H 3.028 -3.152 0.808 0.048 -0.001 -0.008
H 3.795 -1.684 1.408 -0.047 -0.009 -0.004
H -0.868 -0.740 -1.785 -0.114 -0.017 0.052
H -0.182 -3.541 -1.464 -0.074 -0.146 0.080
C -4.629 -5.742 -0.032 -0.060 0.021 0.047
C -3.836 -6.328 -1.169 -0.039 -0.052 -0.044
C -3.272 -7.718 -0.939 -0.004 0.053 0.057
O -2.113 -7.722 -1.770 0.060 0.002 0.011
C -1.694 -6.428 -1.916 -0.008 0.092 0.101
O -0.666 -6.107 -2.406 -0.057 -0.193 -0.129
O -2.631 -5.585 -1.417 0.027 -0.005 -0.088
H -4.768 -4.674 -0.183 -0.019 -0.013 -0.042
H -5.615 -6.210 -0.022 -0.010 0.024 0.049
H -4.150 -5.901 0.935 0.104 -0.018 -0.058
H -4.423 -6.306 -2.094 -0.049 0.008 0.041
H -3.935 -8.528 -1.234 0.008 0.013 -0.055
H -2.962 -7.844 0.102 -0.038 -0.040 0.000
C -3.724 -1.990 -5.248 -0.001 -0.089 -0.021
C -4.756 -2.218 -4.178 0.044 0.049 0.050
C -4.222 -2.555 -2.803 0.225 0.057 0.001
O -5.302 -3.340 -2.256 -0.011 -0.004 0.069
C -5.964 -3.913 -3.283 0.060 -0.020 -0.012
O -6.795 -4.761 -3.157 0.024 -0.018 -0.004
O -5.552 -3.400 -4.457 -0.074 0.040 0.029
H -4.191 -2.009 -6.232 -0.005 0.049 0.002
H -3.259 -1.016 -5.099 0.028 -0.018 0.015
H -2.947 -2.753 -5.209 -0.011 -0.010 -0.008
H -5.455 -1.379 -4.113 0.012 0.011 -0.052
H -4.034 -1.692 -2.171 -0.033 0.008 -0.009
H -3.322 -3.172 -2.848 -0.002 -0.003 0.041
C -6.666 -0.229 2.264 0.051 0.057 0.019
C -6.462 0.031 0.795 0.000 -0.058 -0.035
C -5.220 -0.573 0.172 0.059 -0.073 0.085
O -4.950 0.344 -0.898 -0.011 0.043 -0.011
C -5.466 1.548 -0.562 -0.020 -0.023 0.003
O -5.288 2.559 -1.158 0.002 -0.001 -0.005
O -6.238 1.432 0.548 -0.017 0.010 -0.045
H -7.423 0.445 2.662 -0.032 -0.031 -0.009
H -7.003 -1.256 2.413 0.028 -0.006 0.011
H -5.739 -0.078 2.816 -0.005 0.017 0.000
H -7.347 -0.257 0.217 -0.028 -0.001 0.050
H -5.364 -1.571 -0.237 -0.031 0.024 -0.040
H -4.375 -0.572 0.865 0.034 -0.015 -0.047
C 4.054 6.470 0.939 0.077 0.130 -0.069
C 3.790 5.143 0.280 0.023 -0.035 -0.026
C 4.982 4.219 0.105 -0.039 0.026 0.018
O 4.624 3.489 -1.071 0.127 -0.006 -0.145
C 3.790 4.253 -1.809 -0.011 0.055 0.033
O 3.449 4.015 -2.922 0.042 0.017 -0.010
O 3.407 5.343 -1.099 -0.079 -0.054 0.015
H 3.228 7.157 0.759 -0.046 -0.056 0.005
H 4.158 6.334 2.013 0.000 0.002 -0.004
H 4.963 6.926 0.542 -0.006 -0.006 -0.014
H 2.974 4.610 0.774 0.006 0.020 0.025
H 5.147 3.535 0.929 -0.091 -0.054 -0.028
H 5.895 4.787 -0.106 0.001 0.012 0.055
C 6.734 6.787 6.310 -0.018 0.033 -0.049
C 6.530 5.464 5.623 0.024 -0.068 -0.013
C 7.481 5.133 4.488 -0.002 0.063 0.011
O 6.677 4.293 3.655 -0.016 0.032 -0.047
C 5.377 4.613 3.866 0.023 -0.050 -0.004
O 4.472 4.226 3.204 0.012 0.013 0.101
O 5.267 5.444 4.927 -0.012 -0.045 0.021
H 5.860 7.034 6.911 0.019 -0.020 0.034
H 7.601 6.733 6.970 0.012 0.017 -0.018
H 6.891 7.585 5.584 -0.022 0.002 -0.001
H 6.511 4.642 6.345 -0.018 0.037 0.035
H 8.376 4.594 4.786 -0.031 -0.048 0.011
H 7.751 6.030 3.924 0.049 -0.009 0.021
```
Forces are in eV/Å.

## Properties
Kohn-Sham gap: 5.6 eV
E_HOMO: -3.95 eV
net charge: -1
spin multiplicity: 1